[1]
107
Properties=species:S:1:pos:R:3 method="wB97M-V/def2-TZVPD" charge=-2 gap_ha=0.14705
S 2.115 -4.300 -3.990
P -1.938 -0.311 -2.089
P -4.053 0.424 -4.409
P 2.675 6.668 1.057
P -5.140 -6.463 -4.732
P 1.405 1.954 5.858
O 1.928 0.434 5.813
O -5.289 -7.755 -5.472
O -4.858 1.862 -5.074
O 2.637 6.592 2.551
O -0.009 -0.091 -4.215
O -3.465 -0.462 -5.800
O 3.144 8.101 0.495
O 1.248 6.393 0.356
O 3.665 5.590 0.388
O 0.023 1.895 6.687
O -5.221 -0.377 -3.652
O 1.271 2.583 4.506
O -1.326 -1.788 1.132
O 2.422 2.740 6.827
O -0.673 0.663 -1.397
O -5.501 -6.569 -3.168
O -6.079 -5.279 -5.296
O 0.242 2.414 1.442
O -1.345 -2.119 -4.384
O -3.649 -5.859 -4.798
O -3.241 0.185 -1.032
O -1.515 -1.745 -1.152
N -1.992 1.173 1.591
C 2.522 2.449 8.201
C 3.625 -1.021 3.184
C -3.351 -4.554 -4.363
C 1.557 0.508 -0.460
C -0.529 -1.394 -0.078
C -0.717 3.099 6.751
C 1.887 -0.405 6.942
C -0.997 -0.831 -3.704
C -5.663 -5.430 -2.358
C 1.371 -2.731 -1.584
C 5.053 -1.587 2.553
C 2.467 -0.322 2.201
C -6.053 -5.077 -6.696
C 3.679 5.345 -0.997
C 3.011 8.454 -0.861
C 2.647 -0.119 0.585
C -2.680 1.071 -3.245
C 0.550 5.245 0.795
C 1.027 -4.114 -2.459
C 5.249 -1.356 0.922
C 4.095 -0.656 -0.057
C 6.202 -2.330 3.493
C -0.009 0.154 -0.150
C 0.519 -2.645 -0.187
B -0.597 1.262 0.956
H -1.788 -2.659 0.916
H 1.182 4.357 0.701
H -2.348 2.159 1.748
H 4.274 -0.538 -1.212
H -3.650 -1.457 -5.682
H 3.463 -1.167 4.341
H 0.235 5.369 1.834
H 1.208 -1.844 -2.328
H 1.648 1.912 8.579
H 2.610 3.388 8.751
H 6.255 -1.736 0.448
H -4.695 -5.119 -1.957
H 1.776 1.679 -0.536
H -6.493 -5.935 -7.210
H 1.487 0.022 2.737
H 2.102 8.039 -1.303
H 1.289 -2.724 0.696
H 2.959 9.543 -0.933
H -3.640 -0.673 -0.652
H 1.846 0.085 -1.539
H 3.422 1.856 8.379
H -4.239 -3.919 -4.306
H -2.966 -1.209 -2.636
H -5.026 -4.924 -7.038
H 6.547 -1.690 4.410
H 5.684 -3.313 3.930
H -1.855 1.704 -3.784
H 2.536 -2.728 -1.323
H -0.077 -3.942 -2.867
H 3.771 4.268 -1.161
H 2.997 -3.202 -4.120
H 2.767 5.688 -1.492
H 4.546 5.838 -1.442
H -6.311 -5.691 -1.517
H -1.097 3.361 5.761
H -0.092 3.909 7.137
H -2.871 -4.601 -3.383
H -2.653 -4.101 -5.071
H -0.138 -3.640 -0.127
H -1.562 2.954 7.429
H 2.794 -0.271 7.537
H 1.855 -1.444 6.603
H -5.446 1.501 -5.827
H -6.637 -4.184 -6.931
H -6.127 -4.605 -2.903
H 7.105 -2.732 2.836
H -0.336 5.113 0.168
H 1.004 -0.219 7.557
H 0.385 2.304 2.448
H 1.104 -5.008 -1.707
H -3.218 1.821 -2.488
H 3.888 8.118 -1.419
H -1.822 0.723 2.517

[2]
91
Properties=species:S:1:pos:R:3 method="wB97M-V/def2-TZVPD" charge=-1 gap_ha=0.27025
P -1.794 -3.040 2.851
F -2.980 0.848 1.061
F -0.723 2.581 1.987
O -1.930 -1.716 1.599
O -4.896 -2.734 -0.895
O 4.078 7.675 -1.742
O 3.061 3.112 -4.240
O 0.921 -6.421 3.754
O -3.278 1.858 -2.436
O 1.048 1.260 1.864
O -1.538 2.160 -1.050
O -0.067 -3.011 2.410
O -2.971 1.034 3.266
N -1.033 0.355 2.182
C 5.439 5.751 -1.020
C 2.801 2.697 -2.907
C 3.496 7.947 -0.479
C 2.189 4.102 -4.758
C 3.188 -6.798 4.638
C -7.020 -2.028 -1.918
C 1.785 -7.331 4.392
C -2.382 0.772 2.290
C 0.374 -1.723 2.158
C -1.752 0.030 -2.211
C -5.389 -2.953 0.416
C -0.541 -0.750 -0.066
C -5.795 -2.928 -1.963
C 5.369 7.094 -1.726
C 1.446 -7.106 1.450
C 2.170 5.392 -3.957
C -5.895 -4.364 0.658
C -0.801 -0.982 1.437
C 4.287 8.926 0.372
C 1.417 2.116 -2.686
C -1.775 -0.884 -0.975
C -2.290 1.407 -1.939
C -0.121 1.349 2.001
C 1.316 -5.978 2.463
H -6.100 -3.980 -2.032
H 3.147 -5.876 5.220
H -6.760 -4.609 0.037
H 0.550 -5.273 2.147
H -1.892 1.995 -0.159
H 6.446 5.342 -1.104
H -0.711 0.125 -2.550
H 2.221 -7.828 1.717
H 1.250 1.264 -3.348
H -6.194 -4.470 1.701
H 5.626 6.968 -2.779
H 3.745 9.129 1.297
H 2.517 8.367 -0.713
H 4.740 5.045 -1.471
H -2.348 -0.387 -3.027
H -6.720 -0.980 -1.891
H 1.837 -8.281 3.842
H 3.775 -7.535 5.190
H 5.202 5.830 0.042
H -0.004 0.191 -0.241
H -2.700 -0.768 -0.409
H 2.560 4.295 -5.766
H 6.102 7.790 -1.300
H 3.319 7.019 0.075
H 3.174 5.811 -3.874
H 1.529 6.127 -4.445
H 2.250 -5.406 2.523
H 5.268 8.535 0.643
H -3.214 -2.943 3.078
H 1.267 -1.744 1.518
H 3.561 1.944 -2.700
H 0.153 -1.549 -0.356
H 4.431 9.868 -0.160
H 1.172 3.707 -4.863
H -1.790 -1.914 -1.344
H -1.630 -4.071 3.837
H 1.305 -7.546 5.349
H 3.713 -6.585 3.706
H 0.668 -1.185 3.073
H -5.106 -5.089 0.451
H -4.536 -2.751 1.065
H -6.166 -2.219 0.664
H 1.788 5.242 -2.947
H -7.634 -2.194 -2.805
H -1.507 -2.010 3.826
H 0.628 2.847 -2.866
H -5.213 -2.707 -2.859
H -1.990 -4.005 1.799
H 1.314 1.784 -1.653
H -7.639 -2.227 -1.042
H 2.973 3.524 -2.208
H 1.702 -6.691 0.474
H 0.500 -7.643 1.359

[3]
84
Properties=species:S:1:pos:R:3 method="wB97M-V/def2-TZVPD" e_above_lowest_kcal_mol=0.00 charge=-1 gap_ha=0.23520
In 3.621 3.144 0.614
O -2.402 5.207 5.051
O -1.528 -3.253 -3.887
O 1.332 -0.517 -0.732
O 0.089 -6.714 0.607
O 0.697 -2.172 3.205
N 0.587 5.584 0.539
C -0.624 -5.716 -0.127
C 1.829 5.863 -1.659
C 0.143 -3.453 3.473
C -1.410 5.236 4.013
C 2.054 -2.303 2.766
C 0.269 -5.330 -1.299
C 0.909 -0.027 -1.997
C -2.638 -3.517 -3.032
C -1.981 -2.927 -5.199
C -1.014 -0.313 -0.645
C 0.711 5.178 -0.860
C -0.569 -0.391 -2.107
C -3.384 6.208 4.811
C 0.214 -0.877 0.064
C 2.453 -3.742 3.073
C 1.002 -6.643 -1.571
C -3.877 -3.063 -3.796
C 3.186 5.874 -0.958
C -3.455 -3.315 -5.244
C 1.121 -4.473 2.899
C -2.818 7.111 3.721
C 1.203 -7.175 -0.156
C -1.974 6.125 2.913
C 3.936 4.540 -1.099
H 1.072 -5.435 3.408
H 0.919 -4.641 1.838
H 1.068 1.056 -2.033
H -1.216 4.216 3.685
H -1.848 -1.854 -5.369
H 5.008 4.721 -1.202
H -1.369 -3.469 -5.922
H -1.182 0.724 -0.350
H 1.518 6.874 -1.944
H 3.619 4.039 -2.018
H -0.241 5.366 -1.368
H 0.030 -3.582 4.556
H 0.877 4.099 -0.894
H 3.239 -4.104 2.411
H 1.044 4.910 1.145
H 1.233 -8.264 -0.104
H -2.610 5.542 2.243
H 2.103 -2.103 1.691
H 0.366 -7.321 -2.145
H 1.942 5.299 -2.590
H -4.049 -1.997 -3.636
H 2.127 -6.782 0.284
H 2.852 1.677 -0.006
H 2.539 3.909 1.816
H 0.349 -0.482 1.071
H 1.939 -6.516 -2.109
H -0.687 -1.414 -2.474
H -2.492 -2.977 -2.094
H -0.482 5.649 4.418
H -0.844 -4.882 0.541
H 0.979 -4.558 -0.997
H 0.163 -1.974 0.129
H -1.119 0.275 -2.773
H 3.770 6.713 -1.355
H -2.669 -4.591 -2.814
H 1.039 6.477 0.685
H 2.804 -3.833 4.103
H -0.849 -3.508 3.018
H 3.022 6.088 0.102
H -1.196 6.582 2.307
H -4.019 -2.732 -5.971
H -2.181 7.882 4.161
H -3.597 7.604 3.138
H -1.918 -0.884 -0.428
H -4.315 5.731 4.479
H -3.585 6.733 5.748
H -4.774 -3.603 -3.496
H -3.565 -4.373 -5.494
H -1.574 -6.139 -0.476
H 2.665 -1.561 3.278
H 5.184 2.709 1.351
H -0.292 -4.953 -2.154
H 1.524 -0.490 -2.772

[4]
97
Properties=species:S:1:pos:R:3 method="wB97M-V/def2-TZVPD" charge=0 gap_ha=0.26302 smiles="O=COCC[C@H]1COC(=O)O1.CCOP(=O)(OCC)OCC.CCOP(=O)(OCC)OCC.CCOP(=O)(OCC)OCC"
P -0.616 -6.218 -1.719
P -3.291 4.246 3.492
P 6.502 1.495 -2.435
O -4.554 2.430 -2.609
O 0.982 0.686 0.870
O -0.455 -1.287 0.071
O -5.027 0.283 -1.402
O 7.276 2.932 -2.089
O 6.837 1.580 -3.945
O -0.871 -5.151 -0.627
O -3.076 4.757 5.131
O -3.349 5.850 3.074
O -1.643 3.988 3.452
O 6.128 1.399 -0.749
O 0.908 -6.577 -1.142
O -1.513 -7.359 -0.914
O -3.484 3.788 2.025
O 4.955 2.043 -2.674
O -1.568 0.463 1.115
O -0.332 -7.411 -2.939
C -1.166 2.881 2.683
C -2.897 -7.091 -0.721
C -0.724 3.341 1.301
C -1.267 -9.657 -2.684
C -3.917 -0.759 0.737
C -1.365 -1.884 1.103
C -4.558 6.337 2.503
C 1.551 -5.462 0.915
C -0.033 -8.766 -2.605
C 5.391 2.426 -0.087
C 4.091 1.243 -3.474
C 1.680 -5.502 -0.601
C 8.131 4.161 -3.999
C -2.448 -0.681 1.527
C -0.190 0.052 0.692
C -5.657 6.475 3.540
C 8.459 3.241 -2.831
C -2.210 5.839 5.469
C -3.686 -7.249 -2.008
C 3.915 2.073 0.044
C -4.568 1.078 -2.590
C -2.975 7.144 5.655
C -3.786 0.240 -0.561
C 3.632 -0.001 -2.736
H -1.897 -9.546 -1.805
H -0.983 -10.713 -2.721
H 9.169 3.733 -2.161
H -1.401 5.970 4.741
H 5.813 2.509 0.920
H 2.915 0.257 -1.951
H 2.182 -6.240 1.364
H 0.261 3.819 1.363
H 5.510 3.403 -0.569
H -3.269 -7.798 0.027
H 4.467 -0.517 -2.255
H 3.428 2.704 0.794
H -1.989 -2.831 0.783
H -3.773 -8.304 -2.281
H 8.941 4.160 -4.736
H 8.947 2.322 -3.178
H -4.887 5.685 1.688
H -1.934 2.101 2.612
H 3.222 1.856 -3.736
H -2.546 -0.486 2.701
H -2.939 -0.169 -1.296
H 3.379 2.242 -0.886
H -1.878 -9.418 -3.560
H -3.590 1.378 -0.260
H -1.746 5.576 6.426
H -3.911 6.984 6.201
H -4.146 0.499 -3.533
H -3.040 -6.087 -0.311
H -0.650 2.493 0.613
H -1.394 4.088 0.864
H -0.320 2.432 3.211
H -4.208 -1.870 0.451
H -4.344 7.316 2.062
H -0.810 -2.084 2.131
H 2.727 -5.654 -0.880
H 0.446 -8.859 -1.624
H 7.998 5.189 -3.639
H -3.227 7.600 4.701
H -5.455 7.318 4.207
H 3.778 1.021 0.316
H -4.813 -0.374 1.425
H 0.688 -9.116 -3.352
H -3.202 -6.737 -2.845
H -4.699 -6.854 -1.888
H 7.198 3.896 -4.504
H 1.376 -4.547 -1.048
H -6.621 6.660 3.058
H 1.873 -4.493 1.309
H 0.534 -5.661 1.264
H -5.738 5.580 4.165
H -2.368 7.879 6.192
H 3.134 -0.693 -3.422
H 4.581 0.967 -4.412

[5]
92
Properties=species:S:1:pos:R:3 method="wB97M-V/def2-TZVPD" e_above_lowest_kcal_mol=81.94 charge=0 gap_ha=0.36279
F 0.539 1.086 0.785
F -1.044 0.416 2.269
F -1.129 -0.384 0.260
F -1.607 1.857 0.742
O 1.204 -2.179 0.802
O 0.567 -0.058 4.566
O 0.414 -4.156 -0.758
O -1.711 4.615 0.316
N -6.309 0.450 -0.901
N 1.718 0.374 -3.118
N -2.079 -2.251 -4.292
N -2.477 5.259 5.156
N 5.325 0.336 1.168
C -3.707 -1.896 -2.110
C -2.039 2.763 4.311
C -0.971 -3.960 -0.907
C -2.821 -2.102 -3.343
C -0.764 5.947 -1.511
C 3.045 -1.119 -1.562
C 4.057 -0.057 -2.296
C 4.399 0.512 1.801
C -0.928 4.557 -0.910
C 3.019 -3.670 1.650
C 3.157 0.653 2.627
C -1.365 -4.720 -2.083
C -0.641 0.654 -3.500
C 1.696 -2.906 1.903
C 1.898 -0.198 -4.436
C -1.945 1.591 -3.080
C 2.953 1.097 -2.683
C -5.596 0.785 0.014
C 0.632 1.305 -3.040
C -2.321 4.205 4.710
C 0.156 -1.197 5.260
C 1.723 -0.769 -2.117
C -4.579 1.355 1.017
C 1.467 -1.719 5.932
B -0.778 0.796 0.995
H 1.667 -2.241 2.807
H -0.719 -0.125 -2.871
H 3.677 -2.839 1.937
H 1.005 2.073 -3.687
H 0.538 1.632 -2.058
H 3.003 -4.311 0.777
H -1.785 2.705 -3.494
H -1.515 3.877 -1.437
H -0.648 0.365 -4.422
H 0.056 4.364 -0.379
H 1.946 -1.992 5.165
H -0.092 -2.064 4.345
H -2.397 1.767 -2.068
H 3.045 -0.773 -0.302
H -2.376 -4.884 -2.309
H -1.679 3.904 0.897
H 3.378 1.855 -3.323
H 2.501 -0.127 2.242
H -0.675 -1.016 5.990
H -5.188 1.577 1.748
H -1.228 -2.841 -1.232
H 2.897 1.607 2.459
H 2.965 -4.699 2.336
H 2.887 1.700 -1.706
H -4.759 -1.395 -2.388
H 1.034 -0.735 -4.843
H 1.152 -1.577 -2.438
H 1.393 -2.672 6.458
H 1.989 -0.825 6.309
H -1.307 2.718 3.368
H 0.860 -3.558 -0.181
H -1.172 -5.592 -1.876
H 1.176 -0.560 -1.250
H -0.204 5.879 -2.355
H -0.552 -4.489 -2.795
H 4.221 -0.472 -3.134
H 2.128 0.582 -4.980
H -3.982 0.548 1.471
H -1.638 6.359 -1.815
H 0.067 -0.325 3.642
H -0.263 6.547 -0.770
H -2.928 2.337 3.818
H 0.927 -3.643 2.195
H 4.627 0.210 -1.637
H 2.762 -0.976 -4.302
H -2.900 1.406 -3.748
H -3.348 -0.935 -1.639
H -1.443 -4.311 -0.055
H -3.604 -2.736 -1.328
H 0.425 -1.599 1.171
H 3.189 0.598 3.761
H 3.454 -2.028 -1.464
H -1.719 2.192 5.178
H -4.005 2.268 0.577